This record from the OMol25 dataset describes C18H28N4O6PSbSe4TeZn as an isolated structure. The level of theory is ωB97M-V with the def2-TZVPD basis set.

Last column: Mulliken charge in e.
Cartesian coordinates (Å):
Zn  0.0098  0.5065  -1.4167  2.6596
O  -0.9313  -4.9835  2.2155  -0.5366
C  0.1256  -5.1255  1.2994  -0.9649
C  0.8129  -3.8292  0.9462  0.6017
C  1.8162  -3.8042  -0.0155  -0.7561
C  2.4044  -2.5994  -0.3491  -0.6467
N  2.0562  -1.4396  0.2063  -0.0719
C  1.0767  -1.4669  1.1042  -0.2590
C  0.4439  -2.6289  1.5234  -0.2584
C  0.6606  -0.1421  1.6403  0.3863
C  0.8549  0.1668  2.9756  -0.3540
C  0.5820  1.4500  3.4277  0.4908
C  1.0612  1.8935  4.7862  -0.9049
O  2.4721  1.8938  4.8377  -0.5782
C  0.0085  2.3393  2.5355  -0.6835
C  -0.1863  1.9495  1.2223  -0.7325
N  0.1730  0.7471  0.7693  0.6395
H  -1.6534  -4.5384  1.7314  0.0857
H  -0.2237  -5.5844  0.3672  0.2753
H  0.8532  -5.8042  1.7538  0.3796
H  2.1194  -4.7132  -0.5221  0.4065
H  3.1762  -2.5431  -1.1086  0.3979
H  -0.3581  -2.5875  2.2473  0.5917
H  1.3025  -0.5676  3.6341  0.5307
H  0.7113  1.2108  5.5643  0.3863
H  0.6542  2.8899  5.0031  0.2849
H  2.8157  2.3224  4.0178  0.4730
H  -0.2289  3.3508  2.8391  0.3097
H  -0.6050  2.6178  0.4759  0.2977
Se  -0.4779  4.4023  -5.5167  -0.7833
Sb  0.5019  3.6397  -3.4190  0.0025
Se  -1.3616  2.3088  -2.1855  -0.7447
Se  2.2679  0.4319  -2.3196  -0.6316
Se  1.8140  1.5771  -4.3369  -0.4453
C  -0.7931  -1.3850  -4.5385  -0.8611
C  -2.1320  -1.0319  -3.9359  0.0802
O  -2.5480  -2.0319  -2.9637  -0.2621
P  -2.2065  -1.8205  -1.4196  -0.5623
O  -0.7814  -1.3827  -1.2153  -0.6389
Te  -3.0165  -3.7870  -0.3664  -0.3603
O  -3.0642  -0.5430  -0.9623  0.0176
C  -4.4636  -0.4430  -1.2130  -0.2310
C  -4.9415  0.8534  -0.6011  -1.1412
H  -0.5113  -0.6212  -5.2648  0.3230
H  -0.8430  -2.3585  -5.0309  0.3237
H  -0.0164  -1.4128  -3.7741  -0.0709
H  -2.9200  -1.0312  -4.6903  0.3884
H  -2.1142  -0.0441  -3.4700  -0.0951
H  -4.9682  -1.3093  -0.7735  0.2779
H  -4.6360  -0.4575  -2.2929  0.2248
H  -4.7727  0.8439  0.4768  0.2686
H  -6.0096  0.9853  -0.7872  0.3852
H  -4.3958  1.6955  -1.0274  0.2072
C  2.1149  4.3598  0.2292  -0.9363
N  2.7131  3.0445  0.2147  0.0205
C  3.1666  2.4544  1.3335  0.6326
N  3.6433  1.1757  1.1799  -0.3373
O  3.1922  3.0313  2.4353  -0.8144
H  1.2983  4.3878  -0.4914  0.1780
H  2.8354  5.1372  -0.0369  0.3083
H  1.7346  4.5693  1.2287  0.3493
H  2.6503  2.4858  -0.6358  0.0760
H  3.2968  0.6142  0.4078  0.1101
H  3.7398  0.6813  2.0517  0.2916

Force components x, y, z for each atom (eV/Å):
0.116 -0.083 0.023
0.009 -0.022 0.062
0.011 -0.014 -0.003
-0.017 -0.027 -0.001
0.015 0.004 -0.026
0.014 0.023 0.011
-0.039 -0.004 0.022
0.011 -0.044 -0.020
0.008 0.046 0.023
0.057 -0.026 0.032
0.024 -0.017 0.014
0.018 0.003 0.018
0.010 0.089 -0.064
0.082 -0.007 0.006
-0.015 -0.003 -0.006
0.033 0.002 -0.006
-0.124 0.092 -0.013
0.013 0.009 -0.014
0.004 0.004 -0.004
-0.001 0.000 0.001
0.002 -0.001 -0.005
0.000 0.000 -0.001
0.002 -0.008 -0.010
0.002 0.004 -0.005
0.003 -0.018 -0.005
-0.008 -0.019 0.008
-0.096 -0.027 0.050
0.003 0.009 -0.016
-0.011 -0.009 -0.016
-0.021 0.016 0.020
0.044 -0.045 -0.040
-0.076 0.017 -0.004
-0.038 0.034 0.035
-0.003 0.019 -0.021
-0.045 0.011 0.000
-0.037 0.026 0.016
-0.034 -0.011 -0.001
-0.026 0.018 -0.041
0.049 0.008 0.007
-0.031 -0.016 -0.013
0.000 0.001 -0.013
-0.023 -0.022 -0.011
-0.001 0.016 0.019
0.012 -0.002 0.004
0.019 -0.005 -0.004
0.011 0.002 0.003
0.001 -0.015 -0.005
0.046 -0.004 -0.013
0.004 -0.001 -0.002
0.002 0.018 0.003
-0.006 -0.002 -0.002
-0.001 0.006 -0.006
0.007 -0.005 -0.019
-0.012 0.006 0.069
-0.072 -0.035 -0.139
0.075 -0.066 0.033
-0.031 0.048 0.060
0.039 -0.012 0.022
0.009 0.003 -0.003
0.005 0.003 0.004
0.012 -0.003 -0.025
0.014 0.020 0.039
-0.003 0.019 -0.006
-0.010 -0.001 -0.023

Output
orbital gap = 5.247 eV
HOMO level = -0.053 hartree
total energy = -13608.2822 a.u.
energy relative to the best compared isomer or geometry (same formula, charge and spin) = 0.0 kcal/mol
total charge = -2
LUMO energy = 0.1395 Ha